93
Properties=species:S:1:pos:R:3:mulliken_charge:R:1 method="wB97M-V/def2-TZVPD" charge=0 homo_ev=-6.9 e_tot_ev=-204236.593 de_lowest_kj_mol=173.5 largest_force_ha_per_bohr=0.020
In -0.202 -0.134 0.287 1.981
Br 1.432 -3.176 4.050 -0.216
C -0.231 -3.418 3.175 -0.197
C -1.128 -4.377 3.675 -0.485
C -2.344 -4.561 3.087 -0.032
Br -3.509 -5.886 3.797 -0.262
C -2.730 -3.775 1.973 0.845
C -3.981 -3.854 1.318 -1.119
C -4.269 -3.002 0.291 -1.483
C -3.308 -2.056 -0.105 -0.034
N -2.123 -1.968 0.453 1.253
C -1.814 -2.813 1.481 0.315
C -0.508 -2.628 2.066 -0.354
O 0.340 -1.774 1.566 0.025
H -0.849 -4.969 4.534 0.426
H -4.704 -4.588 1.647 0.306
H -5.223 -3.044 -0.221 0.504
H -3.526 -1.355 -0.905 0.009
N -4.080 1.070 3.375 -0.462
C -3.146 0.534 2.528 0.193
O -2.419 -0.377 2.892 -0.466
C -3.069 1.153 1.144 -0.510
C -1.644 1.497 0.671 -1.496
H -4.235 0.618 4.259 0.266
H -4.744 1.749 3.053 0.193
H -3.717 2.033 1.130 0.642
H -3.521 0.430 0.459 0.160
H -1.174 2.240 1.324 0.692
H -1.728 1.960 -0.316 0.328
C 4.388 -1.433 -0.262 -1.329
C 3.006 -1.213 -0.244 -0.426
N 2.407 -0.382 0.584 0.776
C 3.166 0.267 1.504 -0.938
C 4.559 0.126 1.546 1.450
C 5.163 -0.747 0.625 -1.022
C 5.333 0.842 2.524 -0.952
C 4.735 1.623 3.437 -0.961
C 3.302 1.760 3.459 1.220
C 2.643 2.521 4.438 -0.729
C 1.280 2.596 4.424 -1.232
C 0.581 1.922 3.411 -0.229
N 1.170 1.210 2.469 0.662
C 2.516 1.108 2.498 -0.154
H 4.816 -2.131 -0.971 0.529
H 2.361 -1.741 -0.935 0.158
H 6.241 -0.873 0.639 0.400
H 6.413 0.729 2.513 0.403
H 5.318 2.156 4.182 0.402
H 3.227 3.030 5.200 0.418
H 0.734 3.155 5.174 0.479
H -0.496 1.957 3.383 0.259
C 0.275 5.465 -1.185 -0.859
N 1.133 4.768 -0.223 0.011
C 1.486 5.454 1.022 -0.913
C 1.274 3.443 -0.307 0.202
N 1.356 2.283 -0.354 -0.197
H 0.764 6.380 -1.518 0.338
H -0.687 5.721 -0.736 0.314
H 0.100 4.825 -2.046 0.215
H 2.008 6.383 0.794 0.337
H 2.141 4.820 1.615 0.274
H 0.594 5.687 1.610 0.308
C 1.815 0.001 -2.928 -1.368
Si 0.112 -0.601 -2.329 -0.299
C 0.009 -2.415 -2.937 3.041
C 0.597 -2.573 -4.345 -1.798
C -1.434 -2.941 -2.948 -2.065
C 0.831 -3.295 -1.973 -2.220
C -1.131 0.536 -3.270 2.776
C -1.140 0.257 -4.780 -2.091
C -0.697 1.998 -3.050 -1.759
C -2.562 0.389 -2.725 -1.750
H 1.741 0.494 -3.911 0.480
H 2.530 -0.828 -3.038 0.470
H 2.237 0.724 -2.217 0.105
H -0.036 -2.121 -5.114 0.311
H 0.688 -3.644 -4.581 0.505
H 1.598 -2.130 -4.433 0.271
H -2.065 -2.399 -3.663 0.282
H -1.897 -2.878 -1.964 0.282
H -1.438 -4.001 -3.246 0.562
H 1.909 -3.113 -2.082 0.354
H 0.666 -4.356 -2.209 0.592
H 0.560 -3.142 -0.920 0.393
H -0.130 0.270 -5.214 0.310
H -1.733 1.027 -5.297 0.501
H -1.592 -0.713 -5.011 0.368
H 0.287 2.210 -3.490 0.313
H -0.642 2.250 -1.986 -0.317
H -1.429 2.673 -3.523 0.603
H -2.959 -0.620 -2.886 0.299
H -3.237 1.093 -3.235 0.570
H -2.610 0.608 -1.650 0.043